No. 1
C4H8N2O | ωB97M-V/def2-TZVPD

The geometry in XYZ format:
```
15
Properties=species:S:1:pos:R:3
N -0.998 2.501 0.210
C -0.959 1.350 0.317
C -0.838 -0.122 0.384
N -2.147 -0.698 0.059
C 0.238 -0.575 -0.618
C 1.579 0.132 -0.449
O 1.850 0.315 0.923
H -0.478 -0.374 1.390
H -2.123 -1.712 0.140
H -2.828 -0.377 0.743
H -0.118 -0.354 -1.625
H 0.343 -1.662 -0.545
H 1.522 1.101 -0.966
H 2.375 -0.464 -0.922
H 2.582 0.940 0.961
```

E_tot in Ha: -341.94340
Spin multiplicity: 1
HOMO-LUMO gap in eV: 10.877
ΔE to the lowest compared entry with this formula, charge and spin in kJ/mol: 158.2
LUMO level in Ha: 0.0285

These are the Löwdin partial charges, in e, on atoms 1 to 2: atom 1 (N): 0.16, atom 2 (C): -0.19

---

No. 2
C6H12O | ωB97M-V/def2-TZVPD

The geometry in XYZ format:
```
19
Properties=species:S:1:pos:R:3
C 2.729 -0.361 0.275
C 1.617 -0.347 -0.772
C 0.334 0.310 -0.255
C -1.855 1.382 -0.259
C -2.389 0.043 -0.228
C -1.261 -0.993 0.014
O -0.234 -0.485 0.786
H 3.003 0.656 0.582
H 2.415 -0.912 1.167
H 3.629 -0.842 -0.123
H 1.950 0.197 -1.666
H 1.386 -1.373 -1.087
H 0.574 1.328 0.075
H -1.569 1.833 0.688
H -2.145 2.074 -1.044
H -2.990 -0.243 -1.096
H -2.996 -0.098 0.683
H -1.554 -2.003 0.321
H -0.479 -0.216 -1.060
```

E_tot in Ha: -310.83640
Spin multiplicity: 1
HOMO-LUMO gap (alpha / beta) in eV: 8.265 / 8.099
ΔE to the lowest compared entry with this formula, charge and spin in kJ/mol: 585.2
LUMO level (alpha / beta) in Ha: 0.0183 / 0.0248

These are the Löwdin partial charges, in e, on atoms 1 to 2: atom 1 (C): -0.11, atom 2 (C): -0.23

---

No. 3
C10H8O2 | ωB97M-V/def2-TZVPD

The geometry in XYZ format:
```
20
Properties=species:S:1:pos:R:3
C 2.386 1.061 -1.402
C 1.624 0.146 -0.638
C 0.455 -0.614 -1.283
O 0.378 -1.193 -2.281
C -0.489 -0.556 -0.220
C -1.578 -1.457 -0.114
C -2.570 -1.192 0.879
C -2.431 -0.147 1.788
C -1.186 0.503 1.801
C -0.207 0.193 0.902
C 1.141 0.889 0.407
O 1.690 1.939 0.799
H 3.209 0.743 -2.270
H 1.780 1.784 -2.278
H 3.030 1.653 -0.784
H 2.181 -0.921 -0.278
H -1.817 -2.256 -0.874
H -3.384 -1.736 0.831
H -3.080 0.206 2.465
H -1.337 1.599 2.332
```

E_tot in Ha: -536.19043
Spin multiplicity: 1
HOMO-LUMO gap in eV: 9.329
ΔE to the lowest compared entry with this formula, charge and spin in kJ/mol: 439.5
LUMO level in Ha: -0.0161

These are the Löwdin partial charges, in e, on atoms 1 to 2: atom 1 (C): -0.10, atom 2 (C): -0.31

---

No. 4
C4H7NO2 | ωB97M-V/def2-TZVPD

The geometry in XYZ format:
```
14
Properties=species:S:1:pos:R:3
C 1.312 -0.392 1.343
C 0.119 -0.164 0.480
O -0.904 0.243 0.997
C -0.021 -0.606 -0.979
N -1.192 0.041 -1.497
C -2.091 0.373 -0.701
O -3.119 0.737 -0.279
H 1.301 -1.463 1.566
H 1.153 0.160 2.272
H 2.270 -0.130 0.891
H -0.186 -1.690 -0.938
H 0.860 -0.428 -1.609
H 0.526 1.688 -0.522
H -0.027 1.631 -1.023
```

E_tot in Ha: -361.79159
Spin multiplicity: 1
HOMO-LUMO gap in eV: 10.615
ΔE to the lowest compared entry with this formula, charge and spin in kJ/mol: 234.4
LUMO level in Ha: 0.0249

These are the Löwdin partial charges, in e, on atoms 1 to 2: atom 1 (C): 0.00, atom 2 (C): -0.47

---

Which formula does entry 1 have? C4H8N2O

---

Look up the ΔE to the lowest compared entry with this formula, charge and spin of the third one. 439.5 kJ/mol